Here is one molecule with the formula C14H15NO3 from the Open Molecules 2025 dataset. Energies are from wB97M-V/def2-TZVPD.

Last column: Löwdin charge in e.
Cartesian coordinates (Å):
O: 1.094 2.140 -0.584  0.074
C: 0.574 1.058 -0.787  -0.443
N: 1.222 -0.014 -1.297  0.079
C: 2.622 -0.014 -1.629  -0.092
C: 3.564 -0.647 -0.562  -0.313
C: 2.837 -1.490 0.498  -0.120
C: 2.489 -0.456 1.579  -0.132
C: 3.384 0.751 1.231  -0.177
O: 4.242 0.335 0.183  -0.103
C: -0.850 0.804 -0.494  -0.151
C: -1.785 1.660 0.004  0.086
C: -2.998 0.918 0.097  -0.150
C: -4.298 1.200 0.515  -0.021
C: -5.233 0.190 0.454  -0.091
C: -4.900 -1.085 -0.010  -0.083
C: -3.620 -1.391 -0.429  0.004
C: -2.680 -0.375 -0.369  -0.204
O: -1.375 -0.440 -0.724  0.091
H: 0.701 -0.868 -1.416  0.137
H: 2.925 1.030 -1.750  0.134
H: 2.751 -0.536 -2.580  0.124
H: 4.338 -1.216 -1.086  0.144
H: 3.531 -2.231 0.894  0.113
H: 1.965 -2.009 0.107  0.103
H: 1.438 -0.174 1.541  0.099
H: 2.703 -0.838 2.576  0.106
H: 4.021 1.066 2.059  0.120
H: 2.778 1.604 0.902  0.102
H: -1.619 2.685 0.264  0.129
H: -4.556 2.184 0.873  0.113
H: -6.247 0.381 0.771  0.101
H: -5.662 -1.848 -0.042  0.103
H: -3.358 -2.373 -0.789  0.116

Results
HOMO-LUMO gap = 9.05 eV
structure (SMILES) = O=C(NC[C@@H]1CCCO1)c1cc2ccccc2o1
total energy = -22394.0521 eV


Here is one molecule with the formula C3H7NO from the Open Molecules 2025 dataset. Energies are from wB97M-V/def2-TZVPD.

Last column: Löwdin charge in e.
Cartesian coordinates (Å):
C: -1.764 0.503 0.012  -0.069
N: -1.673 -0.734 -0.353  -0.020
O: -0.462 -1.449 -0.306  -0.153
C: 0.535 -0.739 0.430  -0.319
C: 1.282 0.291 -0.445  -0.128
H: -2.782 0.936 0.078  0.081
H: -0.874 1.148 0.329  0.071
H: -0.076 -0.148 1.242  0.118
H: 1.351 -1.389 0.791  0.117
H: 2.115 -0.228 -1.139  0.112
H: 0.503 0.927 -1.052  0.084
H: 1.845 0.881 0.413  0.105

Results
HOMO-LUMO gap = 10.89 eV
structure (SMILES) = C=NOCC
total energy = -6758.5804 eV


Here is a 2-piece molecular cluster, C19H30N5O7 overall from the Open Molecules 2025 dataset. Energies are from wB97M-V/def2-TZVPD.

Last column: Löwdin charge in e.
Cartesian coordinates (Å):
O: 0.204 -5.474 -2.309  0.094
O: 2.119 0.225 -4.325  0.091
O: 0.165 1.028 5.309  0.048
O: -4.353 1.633 1.969  0.063
O: -1.462 -2.160 -6.970  0.062
O: -1.345 -6.081 -3.895  -0.040
O: 2.555 -1.084 -2.491  -0.043
C: -0.418 -5.250 -3.345  -0.418
C: 1.945 -0.807 -3.681  -0.415
C: -0.378 1.784 4.524  -0.565
C: -3.583 2.094 2.795  -0.457
C: 3.205 2.084 1.437  -0.485
C: -0.904 -3.642 -5.199  0.076
C: 0.213 -1.515 -5.366  0.062
C: 0.770 -3.032 -3.567  0.054
C: -0.718 -2.431 -5.856  -0.282
C: -0.170 -3.969 -4.045  -0.097
C: 0.972 -1.793 -4.210  -0.108
N: 3.170 3.388 1.457  0.237
N: -4.105 2.668 3.883  0.036
N: 2.127 1.355 1.210  0.115
N: -1.389 1.338 3.770  0.111
N: 4.354 1.507 1.650  0.222
C: -1.823 -7.133 -3.046  -0.041
C: 3.573 -0.146 -2.107  -0.058
C: 0.138 3.210 4.425  0.007
C: -3.441 3.332 5.005  -0.052
C: 0.746 1.838 1.013  -0.146
C: -0.253 0.682 1.145  -0.163
C: -1.718 1.122 1.328  -0.125
C: -2.052 1.953 2.598  -0.193
H: -1.161 -1.347 -7.408  0.117
H: -1.641 -4.328 -5.608  0.137
H: 0.348 -0.570 -5.886  0.128
H: 1.343 -3.276 -2.675  0.124
H: 2.305 3.853 1.249  0.126
H: 4.002 3.921 1.629  0.141
H: -5.114 2.637 3.902  0.150
H: 2.247 0.354 1.209  0.157
H: -1.669 0.394 4.000  0.170
H: 5.170 2.059 1.842  0.138
H: 4.416 0.505 1.696  0.139
H: -2.248 -6.726 -2.121  0.099
H: -2.604 -7.700 -3.561  0.096
H: -1.013 -7.822 -2.787  0.096
H: 4.066 -0.490 -1.194  0.080
H: 4.335 -0.053 -2.890  0.104
H: 3.141 0.842 -1.919  0.082
H: -0.606 3.886 4.017  0.056
H: 0.384 3.545 5.432  0.099
H: 1.044 3.224 3.827  0.061
H: -2.770 4.112 4.645  0.074
H: -2.891 2.607 5.607  0.083
H: -4.194 3.799 5.644  0.094
H: 0.642 2.280 0.019  0.137
H: 0.512 2.600 1.754  0.092
H: 0.032 0.050 1.986  0.115
H: -0.188 0.070 0.244  0.123
H: -2.311 0.205 1.355  0.127
H: -2.031 1.683 0.446  0.128
H: -1.689 2.964 2.438  0.137

Results
charge = +1
HOMO-LUMO gap = 7.88 eV
total energy = -41968.3765 eV


Here is C40H31ClN3OsP2S2Te as an isolated structure from the Open Molecules 2025 dataset. Energies are from wB97M-V/def2-TZVPD.

Last column: Löwdin charge in e.
Cartesian coordinates (Å):
Os: 1.041 0.802 -0.401  1.010
S: 2.854 0.624 1.551  0.314
P: 1.378 -0.687 1.872  0.383
C: -0.018 -0.078 1.080  -0.758
P: -1.236 0.888 1.905  0.337
S: -0.793 2.689 2.518  0.213
C: -2.676 0.870 0.783  -0.394
C: -3.567 1.930 0.905  -0.113
C: -4.764 1.932 0.181  -0.082
C: -5.031 0.901 -0.679  -0.104
C: -4.132 -0.150 -0.825  -0.080
C: -2.959 -0.155 -0.095  -0.120
C: -1.947 -0.045 3.317  -0.331
C: -2.913 -1.025 3.131  -0.087
C: -3.661 -1.499 4.201  -0.088
C: -3.493 -0.960 5.467  -0.095
C: -2.503 -0.008 5.657  -0.093
C: -1.745 0.454 4.611  -0.124
C: 1.866 -2.315 1.209  -0.345
C: 3.220 -2.642 1.225  -0.093
C: 3.637 -3.857 0.718  -0.078
C: 2.734 -4.749 0.173  -0.091
C: 1.396 -4.431 0.175  -0.082
C: 0.944 -3.240 0.741  -0.094
C: 1.123 -1.063 3.628  -0.320
C: 0.205 -2.057 3.978  -0.100
C: 0.024 -2.437 5.276  -0.092
C: 0.786 -1.836 6.244  -0.088
C: 1.689 -0.827 5.924  -0.076
C: 1.840 -0.424 4.617  -0.094
H: -3.316 2.759 1.558  0.067
H: -5.448 2.757 0.319  0.100
H: -5.930 0.927 -1.290  0.099
H: -4.310 -0.950 -1.550  0.106
H: -2.235 -0.918 -0.276  0.083
H: -3.097 -1.413 2.130  0.102
H: -4.433 -2.254 4.044  0.101
H: -4.114 -1.286 6.292  0.097
H: -2.364 0.400 6.644  0.101
H: -1.018 1.228 4.749  0.058
H: 3.930 -1.935 1.578  0.066
H: 4.696 -4.082 0.676  0.104
H: 3.067 -5.651 -0.305  0.099
H: 0.697 -5.126 -0.252  0.098
H: -0.106 -2.968 0.748  0.101
H: -0.335 -2.567 3.197  0.103
H: -0.685 -3.226 5.523  0.114
H: 0.686 -2.127 7.274  0.097
H: 2.254 -0.356 6.707  0.098
H: 2.529 0.368 4.374  0.081
N: 6.227 1.143 -4.208  0.077
C: 5.610 1.466 -3.283  -0.406
N: 4.971 1.928 -2.192  0.078
C: 3.753 1.651 -1.953  -0.361
N: 2.653 1.420 -1.612  -0.055
Cl: 3.356 -1.496 -3.415  0.704
C: 1.964 -0.687 -4.040  -0.625
C: 1.970 -0.329 -5.387  -0.108
C: 0.846 0.272 -5.941  -0.099
C: -0.257 0.539 -5.158  -0.097
C: -0.229 0.203 -3.820  -0.068
C: 0.850 -0.458 -3.226  -0.316
C: 0.784 -0.805 -1.748  -0.292
H: 2.822 -0.571 -6.012  0.101
H: 0.858 0.553 -6.993  0.101
H: -1.147 1.025 -5.555  0.104
H: -1.054 0.433 -3.161  0.103
H: 1.487 -1.583 -1.475  0.014
H: -0.210 -1.198 -1.542  0.036
Te: -0.326 3.155 -0.858  0.854
C: -0.060 3.502 -2.958  -0.638
C: 1.211 3.661 -3.486  -0.154
C: 1.366 3.990 -4.843  -0.080
C: 0.249 4.254 -5.622  -0.118
C: -1.024 4.067 -5.098  -0.118
C: -1.172 3.693 -3.770  -0.185
H: 2.065 3.530 -2.875  0.055
H: 2.378 4.095 -5.251  0.107
H: 0.354 4.544 -6.654  0.089
H: -1.907 4.279 -5.723  0.103
H: -2.157 3.537 -3.371  0.080

Results
charge = -1
HOMO-LUMO gap (alpha / beta) = 6.39 / 6.20 eV
total energy = -108985.9133 eV
spin multiplicity = 5